# 1
20
Properties=species:S:1:pos:R:3:lowdin_charge:R:1 method="wB97M-V/def2-TZVPD" e_homo_ev=-10.84 total_charge=0 e_above_lowest_kcal_mol=30.6 smiles=CC(C)C.O.O
C 1.679 1.327 -1.858 -0.09
C 0.534 0.830 -0.938 -0.44
C 0.283 -0.639 -1.087 -0.14
C 1.142 0.870 0.554 -0.10
H 2.122 2.356 -1.714 0.09
H 2.472 0.509 -1.724 0.10
H 1.207 1.221 -2.828 0.06
H -0.439 1.321 -0.941 0.13
H 1.168 -1.313 -0.982 0.10
H -0.108 -0.881 -2.030 0.06
H -0.491 -0.845 -0.306 0.06
H 0.748 1.689 1.203 0.07
H 0.666 0.100 1.162 0.04
H 2.219 0.774 0.808 0.08
H -2.144 0.072 3.434 0.03
H -2.409 -0.518 2.030 0.02
O -2.805 0.103 2.731 -0.11
H -2.781 -2.409 0.899 0.10
H -1.220 -2.470 0.480 0.03
O -1.845 -2.096 1.110 -0.09



# 2
12
Properties=species:S:1:pos:R:3:lowdin_charge:R:1 method="wB97M-V/def2-TZVPD" e_homo_ev="-8.51 / -8.61" total_charge=0 e_above_lowest_kcal_mol=100.1
C -2.207 0.902 0.155 -0.15
C 1.531 -0.018 -0.081 -0.09
C 0.820 -0.183 1.103 -0.05
C 0.811 -0.154 -1.310 0.03
C -1.333 -0.152 -0.081 -0.03
C -0.416 -0.968 0.878 -0.08
C -0.474 -0.862 -0.952 -0.17
N -2.922 1.796 0.392 0.18
O -0.085 -1.888 -0.123 0.01
H 2.547 0.512 0.204 0.16
H 0.960 0.486 1.947 0.11
H 0.768 0.531 -2.132 0.10



# 3
44
Properties=species:S:1:pos:R:3:lowdin_charge:R:1 method="wB97M-V/def2-TZVPD" e_homo_ev=-7.76 total_charge=0 e_above_lowest_kcal_mol=1.1
Pt 0.626 -0.933 0.404 1.23
O -3.063 -3.155 -0.948 0.06
C -3.919 -2.427 -0.201 -0.26
C -5.275 -2.732 -0.323 -0.02
C -6.217 -2.042 0.410 -0.08
C -5.828 -1.029 1.285 -0.09
C -4.490 -0.724 1.408 -0.03
C -3.514 -1.408 0.676 -0.08
C -2.092 -1.035 0.836 -0.41
O -1.227 -1.623 0.034 -0.25
N -1.766 -0.152 1.729 0.08
N -0.391 0.060 1.739 -0.19
C 0.134 0.659 2.745 -0.06
C 1.544 0.906 2.919 -0.15
C 1.910 1.578 4.101 -0.06
C 3.218 1.857 4.409 -0.10
C 4.215 1.456 3.512 -0.08
C 3.894 0.802 2.348 -0.02
C 2.558 0.502 2.010 -0.34
O 2.365 -0.092 0.852 -0.26
H -2.164 -2.811 -0.778 0.07
H -5.557 -3.521 -1.007 0.12
H -7.265 -2.292 0.300 0.10
H -6.566 -0.487 1.859 0.10
H -4.161 0.058 2.078 0.11
H -0.552 1.001 3.515 0.13
H 1.121 1.880 4.781 0.11
H 3.472 2.372 5.325 0.10
H 5.254 1.662 3.735 0.10
H 4.661 0.499 1.647 0.11
S 3.551 -3.380 -2.036 1.10
C 2.781 -2.601 -0.722 -0.43
N 1.640 -2.047 -0.988 -0.15
C 1.288 -2.209 -2.326 -0.29
C 0.119 -1.739 -2.924 -0.01
C -0.071 -2.003 -4.262 -0.06
C 0.879 -2.721 -5.003 -0.07
C 2.035 -3.191 -4.417 -0.08
C 2.229 -2.927 -3.062 -0.46
H 3.227 -2.558 0.260 0.09
H -0.604 -1.192 -2.335 0.10
H -0.970 -1.652 -4.752 0.11
H 0.700 -2.913 -6.052 0.11
H 2.765 -3.748 -4.988 0.11



# 4
16
Properties=species:S:1:pos:R:3:lowdin_charge:R:1 method="wB97M-V/def2-TZVPD" e_homo_ev="-6.70 / -8.48" total_charge=0 e_above_lowest_kcal_mol=149.0
C 1.890 -0.539 -0.693 -0.30
C -1.710 -1.583 0.166 -0.19
C -0.930 1.722 0.757 -0.23
N 1.998 0.498 0.270 -0.03
N 1.026 -0.610 0.455 -0.21
Si -0.638 -0.025 0.177 0.68
H 1.410 -0.271 -1.629 0.00
H 2.704 -1.345 -0.690 0.13
H -2.511 -1.379 -0.514 0.01
H -0.997 -2.303 -0.189 0.02
H -2.068 -1.751 1.182 0.03
H -0.819 1.931 1.864 0.05
H -0.066 2.161 0.118 0.04
H -1.752 2.114 0.313 -0.04
H 2.577 0.205 1.074 0.11
H -0.114 1.175 -2.661 -0.06



# 5
33
Properties=species:S:1:pos:R:3:lowdin_charge:R:1 method="wB97M-V/def2-TZVPD" e_homo_ev=-21.95 total_charge=+3
C 0.726 -2.957 -0.805 0.02
C 0.107 -1.725 -0.288 -0.24
H -0.060 -3.660 -1.105 0.16
H 1.382 -3.375 -0.029 0.15
H 1.357 -2.694 -1.662 0.10
O -0.868 -1.628 0.483 0.12
Cl 2.513 -0.681 0.339 0.35
Hf 0.457 0.563 0.605 0.84
P 0.248 0.864 -1.928 0.72
C -1.302 1.435 -2.674 -0.21
C 1.359 2.276 -2.274 -0.20
H 1.794 -0.724 -2.911 0.07
H 0.789 0.109 -4.140 0.10
H 0.075 -1.196 -3.140 0.07
C 0.787 -0.362 -3.148 -0.22
H 2.306 2.161 -1.739 0.06
H 1.560 2.333 -3.353 0.10
H -1.142 1.674 -3.736 0.10
H -1.661 2.325 -2.144 0.08
H 0.888 3.207 -1.942 0.07
H -2.049 0.639 -2.589 0.07
C -1.749 0.811 0.344 -0.05
O -2.894 0.749 0.157 0.27
Cl 1.039 2.714 1.260 0.25
C -0.679 -0.477 4.910 -0.02
C -1.007 0.004 3.510 -0.21
O 0.214 -0.181 2.692 -0.26
H -0.524 -1.552 4.921 0.10
H -1.547 -0.258 5.534 0.12
H 0.181 0.042 5.324 0.11
H -1.797 -0.577 3.036 0.12
H -1.256 1.056 3.427 0.13
H 0.753 -0.916 3.064 0.14



# 6
42
Properties=species:S:1:pos:R:3:lowdin_charge:R:1 method="wB97M-V/def2-TZVPD" e_homo_ev=-7.69 total_charge=0 e_above_lowest_kcal_mol=64.0 smiles=Nc1cc(C2CCNCC2)cc(OC2CCCC2)n1
N -0.324 1.574 -1.583 0.19
O 1.868 1.443 -0.877 -0.01
C 0.598 1.095 -0.694 -0.30
C -1.516 1.147 -1.217 -0.40
C 0.384 0.275 0.471 0.06
C -1.818 0.409 -0.061 -0.03
C -0.940 -0.121 0.825 -0.20
N -2.469 1.342 -2.195 0.09
N -3.520 -1.871 3.554 -0.08
C -2.743 -0.713 4.045 -0.24
C -2.555 -2.887 2.916 -0.17
C 4.666 0.795 -2.294 -0.22
C 3.759 -0.140 -3.133 -0.15
C 3.940 2.027 -2.003 -0.13
C 2.367 0.580 -3.218 -0.09
C -2.064 0.047 2.915 -0.14
C -2.163 -2.119 1.650 -0.17
C 2.352 1.759 -2.137 -0.26
C -1.295 -0.980 2.023 -0.28
H 1.264 -0.037 1.073 0.12
H -2.864 0.297 -0.016 0.10
H -3.132 0.590 -2.356 0.09
H -1.976 1.681 -3.089 0.13
H -4.118 -2.215 4.321 0.10
H -3.545 -0.014 4.484 0.14
H -1.920 -1.028 4.688 0.11
H -1.796 -3.100 3.593 0.08
H -3.051 -3.805 2.539 0.12
H 5.520 1.010 -2.847 0.08
H 4.916 0.303 -1.280 0.14
H 4.153 -0.236 -4.081 0.07
H 3.689 -1.087 -2.664 0.09
H 4.286 2.686 -2.797 0.12
H 4.125 2.392 -1.007 0.11
H 1.626 -0.227 -3.029 0.11
H 2.145 0.865 -4.212 0.09
H -1.618 0.902 3.338 0.10
H -2.846 0.534 2.299 0.12
H -3.123 -1.654 1.212 0.15
H -1.680 -2.816 0.967 0.12
H 1.751 2.522 -2.542 0.11
H -0.331 -1.226 2.417 0.14



# 7
41
Properties=species:S:1:pos:R:3:lowdin_charge:R:1 method="wB97M-V/def2-TZVPD" e_homo_ev=-7.88 total_charge=0 e_above_lowest_kcal_mol=49.5 smiles="C=Cc1cc(C)c[nH]1.O.O.O.O.O.O.O.O"
C 3.370 0.541 -0.954 -0.08
C 2.300 -0.172 -0.283 -0.32
C 1.005 -0.107 -0.858 -0.07
N 0.172 -0.778 -0.018 0.12
C 1.002 -1.439 0.965 -0.27
C 2.337 -0.988 0.880 0.02
C -0.948 -2.347 2.216 -0.03
C 0.341 -2.217 1.998 -0.18
H 3.769 1.524 -0.681 0.08
H 4.263 -0.096 -0.798 0.09
H 3.190 0.504 -2.046 0.10
H 0.527 0.492 -1.636 0.10
H -0.736 -1.069 -0.076 0.08
H 3.141 -1.233 1.556 0.12
H -1.390 -2.967 3.057 0.09
H -1.662 -1.755 1.583 0.07
H 1.047 -2.792 2.759 0.15
H 0.469 2.937 -0.602 0.00
H 1.194 2.026 0.015 0.02
O 0.899 2.920 0.277 -0.07
H -0.730 2.516 0.906 -0.03
H -1.058 1.600 2.073 0.02
O -1.440 2.116 1.367 -0.03
H -0.039 -0.072 3.738 0.08
H -0.820 1.051 4.400 0.08
O -1.013 0.224 3.858 -0.12
H -2.062 0.764 -3.126 0.05
H -1.676 -0.255 -2.158 -0.04
O -1.310 0.265 -2.826 -0.03
H -3.802 -1.633 -1.758 0.03
H -3.535 -0.313 -1.098 0.02
O -3.123 -1.087 -1.454 -0.01
H 1.407 -4.285 -1.013 0.04
H 2.205 -3.078 -0.310 0.03
O 2.304 -3.951 -0.823 -0.10
H -2.706 2.309 -1.300 0.07
H -2.248 1.544 -0.069 -0.06
O -2.816 1.503 -0.770 -0.02
H -0.690 1.854 -2.314 -0.04
H -0.844 3.276 -2.564 0.05
O -0.297 2.669 -2.111 0.00



# 8
30
Properties=species:S:1:pos:R:3:lowdin_charge:R:1 method="wB97M-V/def2-TZVPD" e_homo_ev="-11.38 / -11.38" s_squared=0.757 total_charge=+1 e_above_lowest_kcal_mol=0.0 spin_multiplicity=2
C 2.993 -1.778 0.411 -0.20
S 4.001 -0.494 -0.396 1.10
O 5.359 -1.119 -0.725 -0.27
C 3.150 -0.436 -1.999 -0.17
H 2.926 -1.818 1.498 0.08
H 3.284 -2.734 -0.024 0.08
H 1.965 -1.625 0.084 0.02
H 2.658 0.530 -2.118 0.08
H 2.625 -1.344 -2.293 0.09
H 3.965 -0.164 -2.671 0.07
C 0.621 0.621 3.298 -0.24
S 0.090 0.562 1.569 0.89
O 1.409 0.624 0.807 -0.63
C -0.278 -1.263 1.423 -0.23
H -0.324 0.395 3.792 0.06
H 0.888 1.675 3.375 0.06
H 1.354 -0.181 3.394 0.05
H -1.305 -1.511 1.690 0.06
H 0.415 -1.935 1.929 0.05
H 0.004 -1.449 0.387 0.03
C -3.686 0.308 -2.340 -0.24
S -3.998 0.780 -0.569 0.87
O -2.746 0.395 0.176 -0.63
C -3.680 2.581 -0.656 -0.25
H -4.566 0.480 -2.961 0.05
H -3.364 -0.730 -2.428 0.05
H -2.836 0.869 -2.727 0.05
H -4.538 2.924 -1.235 0.05
H -2.716 2.891 -1.061 0.06
H -3.671 2.946 0.371 0.05